[1]
# C10H7LaN2O5

C10H7LaN2O5 as an isolated structure in a non-equilibrium geometry (ωB97M-V/def2-TZVPD, the OMol25 dataset).

Computed properties:
energy relative to the best compared isomer or geometry (same formula, charge and spin): 324.8 kJ/mol
LUMO level: -9.512 eV
E_HOMO: -0.569 Ha
net charge: +2
orbital gap: 0.2192 Ha
E_tot: -24540.14776 eV

CARTESIAN COORDINATES (ANGSTROEM)
O 0.7462 0.5145 -6.7327
C 0.3376 0.4384 -5.6685
La -0.7163 -0.7194 -0.9174
O 2.0113 -0.1654 -3.3316
C 1.1205 -0.2107 -2.5876
C -1.7884 1.1991 -1.6792
O -2.1549 1.6181 -0.5369
C -0.3113 -2.4622 -2.9635
O -0.2453 -3.2409 -3.8098
C -0.4367 1.5967 -2.1633
O 0.0650 2.5982 -2.5672
H -2.2575 0.1977 -2.1745
N -1.2075 1.5626 2.1486
C -0.3278 0.5764 2.4209
C 0.2630 0.4156 3.6862
C 1.1173 -0.6568 3.9058
C 1.3815 -1.5424 2.8532
C 0.7998 -1.3227 1.6069
N -0.0542 -0.2746 1.3794
H -1.5287 1.7562 1.1934
H -1.4405 2.1991 2.8876
H 0.0192 1.1451 4.4510
H 1.5725 -0.8212 4.8779
H 2.0477 -2.4022 2.9790
H 0.9870 -1.9993 0.7424

[2]
# C10H8Cl2N2

A 2-piece molecular cluster, C10H8Cl2N2 overall in a non-equilibrium geometry (ωB97M-V/def2-TZVPD, the OMol25 dataset).

Computed properties:
energy relative to the best compared isomer or geometry (same formula, charge and spin): 265.0 kJ/mol
LUMO level (spin up / spin down): -0.820 / -0.817 eV
E_HOMO (spin up / spin down): -0.300 / -0.300 Ha
orbital gap (spin up / spin down): 0.2699 / 0.2700 Ha
E_tot: -38521.19553 eV

CARTESIAN COORDINATES (ANGSTROEM)
C -1.6606 0.6918 1.4685
C 3.2460 0.4488 0.0253
C 2.6105 0.4361 1.2565
C 2.4958 0.5634 -1.1353
C 1.2352 0.5402 1.3328
C 1.1215 0.6708 -1.0691
C 0.4745 0.6595 0.1676
C -1.8085 -1.2447 -0.4420
C -3.1991 -1.0139 -0.7818
C -0.9729 0.7698 0.2520
N -2.2929 0.5675 2.4222
N -1.1180 -2.2487 -0.4302
Cl -1.7375 1.8642 -0.9012
Cl 0.4894 -2.4615 0.0515
H 4.3217 0.3742 -0.0319
H 3.1871 0.3538 2.1648
H 2.9875 0.5713 -2.0973
H 0.7383 0.5341 2.2926
H 0.5381 0.7537 -1.9744
H -3.6776 -1.9373 -1.1090
H -3.7101 -0.6318 0.1032
H -3.2687 -0.2615 -1.5650

[3]
# C10H8ClO2

An isolated ion of composition C10H8ClO2 and charge -1 in a non-equilibrium geometry (ωB97M-V/def2-TZVPD, the OMol25 dataset).

Computed properties:
LUMO level: 3.189 eV
E_HOMO: -0.168 Ha
SMILES: C=C(c1ccccc1)[C@@H](Cl)C(=O)[O-]
net charge: -1
orbital gap: 0.2850 Ha
E_tot: -27116.85252 eV

CARTESIAN COORDINATES (ANGSTROEM)
C 2.4324 0.1752 -2.0378
C 2.5274 0.5020 -0.6847
C 1.2816 -0.4299 -2.6736
C 1.3674 0.2895 0.0713
C 0.1775 -0.5734 -1.8862
C 0.2499 -0.2474 -0.5063
C -1.9634 -1.2652 0.3275
C -1.0123 -0.3370 0.3105
C -1.4063 0.3018 2.9044
C -1.3851 0.9513 1.4964
O -2.4510 0.3175 3.5898
O -0.3155 -0.1779 3.2141
Cl -2.8164 1.7749 1.0298
H 3.3566 0.4196 -2.7067
H 3.3501 1.0659 -0.2320
H 1.1415 -0.3527 -3.7964
H 1.1474 0.3607 1.2487
H -0.7090 -1.0057 -2.1973
H -2.6420 -1.2643 1.1182
H -1.7028 -2.2062 -0.1411
H -0.6282 1.7016 1.5513

[4]
# C10H8F3O6Rb

C10H8F3O6Rb as an isolated structure in a non-equilibrium geometry (ωB97M-V/def2-TZVPD, the OMol25 dataset).

Computed properties:
energy relative to the best compared isomer or geometry (same formula, charge and spin): 0.0 kJ/mol
LUMO level: 3.592 eV
E_HOMO: -0.016 Ha
net charge: -2
orbital gap: 0.1477 Ha
E_tot: -31593.29346 eV

CARTESIAN COORDINATES (ANGSTROEM)
Rb -1.5102 -0.3560 -1.3028
C 0.6794 -3.2313 -1.0491
O -0.4032 -2.8095 -0.1332
O 0.4509 -2.7917 -2.2341
C 2.0187 -2.7634 -0.4480
F 2.3256 -3.4420 0.7086
F 3.0417 -2.9261 -1.2736
F 1.9882 -1.4786 -0.0649
C -0.6497 -3.6857 0.9379
C -1.8993 -3.1697 1.6483
H -1.7537 -2.1469 2.0077
H -2.7866 -3.1006 1.0171
H -2.0537 -3.8253 2.5107
H 0.1649 -3.6864 1.6644
H -0.8630 -4.7072 0.6007
H 0.7180 -4.3560 -1.0459
C 1.3630 3.4121 -0.4019
C 1.1920 4.5202 0.4727
C -0.1632 5.2563 0.5174
O -0.2670 6.2938 1.1791
C -1.2169 4.7414 -0.2760
C -1.0777 3.6058 -1.0870
C 0.2676 2.8326 -1.0360
O 0.2635 1.7473 -1.6748
O -1.9865 3.1409 -1.8125
O 2.0697 4.8822 1.2654
H 2.2985 2.8679 -0.4509
H -2.2109 5.1761 -0.2394

[5]
# C10H8F6NO10S2Tl

C10H8F6NO10S2Tl as an isolated structure in a non-equilibrium geometry (ωB97M-V/def2-TZVPD, the OMol25 dataset).

Computed properties:
energy relative to the best compared isomer or geometry (same formula, charge and spin): 6.0 kJ/mol
LUMO level: -5.421 eV
E_HOMO: -0.360 Ha
orbital gap: 0.1605 Ha
E_tot: -75126.93093 eV

CARTESIAN COORDINATES (ANGSTROEM)
Tl 1.1434 0.6784 0.5474
C 0.3465 -4.3417 1.4329
C 0.5137 -2.8980 1.4203
C -0.3439 -2.1178 2.4740
O -0.3537 -0.9143 2.5016
C -0.9654 -2.8917 3.5795
C -1.1243 -4.2659 3.4963
C -0.4224 -5.0081 2.3925
O -0.4155 -6.2396 2.3640
O -1.7977 -4.8688 4.3287
O 1.2074 -2.2614 0.6641
H 0.7284 -4.9365 0.6126
H -1.3946 -2.3589 4.4197
C -1.5964 3.4876 -2.1930
F -2.0610 2.3554 -2.6729
F -0.4853 3.7947 -2.8326
F -2.4871 4.4094 -2.4167
S -1.2161 3.3853 -0.3325
O 0.1805 3.6205 -0.1355
O -2.1418 4.3510 0.2320
N -1.3502 1.7129 0.0422
S -2.8799 1.3206 0.3700
O -3.0761 1.0069 1.7736
O -3.8610 2.1278 -0.3240
C -2.9858 -0.3848 -0.4307
F -2.6719 -0.3775 -1.7197
F -2.1867 -1.2423 0.2140
F -4.2495 -0.7789 -0.3201
C 4.0664 0.8681 -2.1393
C 3.6231 2.2353 -1.6920
O 2.2106 2.3701 -1.5903
O 3.5006 -0.1141 -1.2926
H 5.1569 0.8342 -2.2480
H 3.7614 0.7230 -3.1857
H 3.9213 2.9422 -2.4804
H 4.1404 2.6494 -0.8279
H 1.8421 2.1298 -2.4489
H 3.7237 -1.0026 -1.5828

[6]
# C10H8MnN2Se3Te

C10H8MnN2Se3Te as an isolated structure in a non-equilibrium geometry (ωB97M-V/def2-TZVPD, the OMol25 dataset).

Computed properties:
multiplicity: 6
energy relative to the best compared isomer or geometry (same formula, charge and spin): 293.8 kJ/mol
LUMO level (spin up / spin down): -1.344 / -2.754 eV
E_HOMO (spin up / spin down): -0.195 / -0.296 Ha
orbital gap (spin up / spin down): 0.1459 / 0.1943 Ha
E_tot: -248132.21192 eV

CARTESIAN COORDINATES (ANGSTROEM)
Mn 1.3402 1.3467 0.0000
Se 3.6111 1.2165 0.0000
Se 4.9795 3.0123 0.0000
Te 3.2649 5.0344 0.0000
Se 1.2487 3.6030 0.0000
C -2.9571 1.9552 0.0000
C -3.4317 0.6288 0.0000
C -2.5266 -0.3951 0.0000
C -1.1416 -0.1266 0.0000
N -0.6845 1.1780 0.0000
C -1.6030 2.1626 0.0000
C -0.1418 -1.1339 0.0000
C -0.4217 -2.5165 0.0000
C 0.5931 -3.4315 0.0000
C 1.9236 -2.9672 0.0000
C 2.1425 -1.6155 0.0000
N 1.1680 -0.6851 0.0000
H -3.6285 2.8010 0.0000
H -4.4931 0.4196 0.0000
H -2.8730 -1.4177 0.0000
H -1.2241 3.1758 0.0000
H -1.4472 -2.8543 0.0000
H 0.3749 -4.4910 0.0000
H 2.7654 -3.6437 0.0000
H 3.1621 -1.2557 0.0000